(1)
{
  "formula": "C3H13N4",
  "method": "the ωB97M-V functional and the def2-TZVPD basis",
  "symbols": ["C", "C", "C", "N", "N", "N", "N", "H", "H", "H", "H", "H", "H", "H", "H", "H", "H", "H", "H", "H"],
  "xyz": [[1.126, 0.021, -0.338], [1.718, 1.135, 1.956], [0.707, 0.605, 1.038], [-0.533, 0.479, 1.348], [-2.210, -0.890, -0.162], [0.260, -0.735, -1.409], [1.236, -1.197, -2.320], [1.629, 0.853, -0.851], [1.916, -0.707, -0.124], [-0.362, -0.034, -1.827], [2.490, 1.704, 1.447], [2.205, 0.289, 2.444], [1.258, 1.743, 2.734], [-2.973, -1.333, 0.338], [-0.881, 0.796, 2.248], [-2.618, -0.356, -0.921], [-1.624, -1.614, -0.574], [1.576, -0.480, -2.963], [-1.261, -0.074, 0.694], [0.870, -1.979, -2.846]],
  "forces_ev_per_a": [[0.396, -0.158, -0.467], [0.251, 0.265, 0.299], [-1.638, -1.733, -1.931], [0.052, 0.075, 0.124], [-0.294, -0.259, 0.026], [0.681, 1.662, 2.026], [0.171, -0.002, -0.380], [0.061, -0.058, 0.084], [-0.017, 0.142, 0.025], [0.324, -0.224, -0.032], [0.038, 0.044, -0.097], [0.055, -0.072, -0.043], [0.029, 0.042, -0.034], [-0.067, -0.002, 0.002], [0.233, 0.115, 0.020], [-0.097, -0.051, -0.045], [-0.080, 0.108, 0.011], [-0.214, -0.138, 0.150], [0.150, 0.218, 0.184], [-0.036, 0.025, 0.077]],
  "orbital_gap_ev": 10.0,
  "lumo_ev": -3.408,
  "total_energy_ha": -340.85127,
  "de_lowest_ev": 2.5089,
  "total_charge": 1
}

(2)
{
  "formula": "C3H13NO2S",
  "method": "the ωB97M-V functional and the def2-TZVPD basis",
  "symbols": ["C", "C", "C", "S", "N", "H", "H", "H", "H", "H", "H", "H", "H", "H", "H", "H", "O", "H", "H", "O"],
  "xyz": [[-0.706, -1.859, 0.805], [-0.016, -0.475, 0.728], [1.180, -0.399, -0.288], [0.472, -0.620, -1.883], [0.446, -0.202, 2.033], [-0.573, -2.388, -0.143], [-1.640, -1.732, 1.334], [0.027, -2.530, 1.387], [-0.745, 0.159, 0.221], [1.569, 0.593, -0.037], [1.905, -1.161, 0.024], [-0.861, -0.547, -1.890], [1.256, -0.568, 2.471], [0.373, 0.776, 2.196], [-1.763, 0.643, -2.786], [-2.734, -0.079, -3.653], [-2.560, 0.158, -2.797], [0.790, 3.641, 0.520], [2.015, 2.939, 0.699], [1.564, 3.651, 1.058]],
  "forces_ev_per_a": [[3.286, -0.947, 0.174], [1.076, -2.777, -1.404], [-2.021, -0.163, 2.297], [1.796, -0.393, -2.709], [-1.965, 2.188, 1.250], [-1.469, 0.261, -0.248], [-0.351, -0.566, -0.327], [-1.207, 0.973, -0.024], [-0.119, 0.923, 1.312], [0.321, 0.024, -0.809], [-0.004, 0.051, -0.642], [-0.058, -0.069, 1.310], [0.680, -0.710, -0.529], [0.313, 0.827, 0.547], [1.473, 1.360, -0.285], [-0.546, -0.864, -3.533], [-1.183, -0.143, 3.645], [-1.352, 0.280, -0.716], [1.837, -2.354, -1.039], [-0.508, 2.098, 1.731]],
  "orbital_gap_ev": [2.5, 9.1],
  "multiplicity": 2,
  "lumo_ev": [3.273, 3.518],
  "total_energy_ha": -725.42006,
  "de_lowest_ev": 1.9306,
  "total_charge": -1
}

(3)
{
  "formula": "C3H13NO2S",
  "method": "the ωB97M-V functional and the def2-TZVPD basis",
  "symbols": ["C", "C", "C", "S", "N", "H", "H", "H", "H", "H", "H", "H", "H", "H", "H", "H", "O", "H", "H", "O"],
  "xyz": [[-1.623, -0.724, 1.379], [-0.957, -0.821, 0.042], [0.479, -1.321, 0.108], [1.598, -1.308, -1.365], [-1.541, -1.656, -0.969], [-0.960, 0.102, 1.874], [-2.686, -0.456, 1.558], [-1.590, -1.678, 1.952], [-0.867, 0.175, -0.240], [0.435, -2.458, 0.161], [0.996, -0.791, 0.902], [2.266, -0.210, -0.953], [-1.986, -0.963, -1.585], [-2.344, -2.206, -0.721], [1.275, 2.688, 1.050], [1.856, 1.418, 1.441], [2.103, 2.185, 0.905], [-1.704, 3.598, 1.580], [-0.787, 4.224, 0.509], [-1.612, 3.600, 0.585]],
  "forces_ev_per_a": [[1.002, 0.343, 2.708], [0.556, -1.552, -0.073], [0.515, -1.947, 0.286], [-0.485, 1.088, 0.384], [-1.661, 1.287, -2.154], [-1.398, -1.591, -0.034], [0.559, 0.375, -1.195], [0.608, 0.496, -0.179], [-0.200, 1.921, -1.386], [-0.057, 1.454, 1.117], [0.375, -0.585, 0.354], [-0.014, -0.128, -0.354], [0.299, -0.737, -0.378], [-0.102, -0.360, 0.895], [0.667, 0.116, -0.505], [0.612, -0.205, -0.155], [-1.309, 0.015, 0.651], [-0.175, -0.153, -1.517], [-2.365, -1.670, -0.150], [2.573, 1.834, 1.688]],
  "orbital_gap_ev": 8.8,
  "lumo_ev": 0.113,
  "total_energy_ha": -725.45887,
  "de_lowest_ev": 1.7012,
  "total_charge": 0,
  "smiles": "C[C@H](N)CS.O.O"
}

(4)
{
  "formula": "C3H13NO3",
  "method": "the ωB97M-V functional and the def2-TZVPD basis",
  "symbols": ["N", "C", "C", "C", "H", "H", "H", "H", "H", "H", "H", "H", "H", "O", "H", "H", "O", "H", "H", "O"],
  "xyz": [[-1.223, 0.405, -2.330], [0.248, 0.266, -2.083], [1.442, -0.910, -0.409], [0.735, 0.094, -0.700], [-1.683, -0.481, -2.609], [-1.651, 0.815, -1.528], [0.663, 1.228, -2.559], [0.395, -0.754, -2.587], [1.903, -0.923, 0.592], [1.635, -1.730, -1.062], [0.576, 0.910, 0.004], [0.709, 0.394, 2.478], [1.584, 1.335, 3.123], [1.691, 0.529, 2.649], [-1.901, 1.429, 2.019], [-1.193, 0.157, 1.417], [-1.105, 0.989, 1.794], [-0.264, -1.264, 1.060], [-1.347, -1.213, -0.126], [-1.213, -1.276, 0.858]],
  "forces_ev_per_a": [[0.151, -0.691, 0.032], [-1.462, -0.473, -2.261], [2.923, -2.776, 2.835], [-1.923, 3.806, -1.452], [0.478, 0.931, 0.598], [-0.746, 0.227, 0.383], [0.134, -1.862, 0.453], [0.970, 1.908, 0.023], [-0.055, -0.363, -0.428], [0.157, -0.408, -0.481], [0.029, -0.097, -0.020], [1.491, 0.046, 0.060], [0.487, 1.229, 0.744], [-2.013, -1.115, -0.737], [-1.141, 0.102, 0.207], [-1.519, -2.573, -1.192], [2.251, 3.651, 1.540], [-0.249, -0.458, -0.816], [0.742, -0.163, 1.430], [-0.705, -0.920, -0.918]],
  "orbital_gap_ev": 10.2,
  "lumo_ev": 0.642,
  "total_energy_ha": -402.49984,
  "de_lowest_ev": 2.1930,
  "total_charge": 0,
  "smiles": "C=CCN.O.O.O"
}